a | Density functional theory data (ωB97M-V with the def2-TZVPD basis set) for the molecule C3H4N2O.

The geometry in ORCA input format:
```
! wB97M-V def2-TZVPD RIJCOSX def2/J DEFGRID3
* xyz 0 1
H -0.18480 1.36919 2.11835
N -0.04519 0.67179 1.39422
C -0.96396 0.73034 0.53578
O -0.98641 -0.06282 -0.55569
C 0.11009 -0.95045 -0.69590
C 1.39961 -0.25366 -0.85286
N 2.42450 0.25114 -1.02017
H -1.83222 1.39111 0.52135
H -0.10108 -1.51785 -1.60386
H 0.17947 -1.62879 0.15878
*
```

Calculated values
SMILES: [H]/N=C/OCC#N

From a Mulliken analysis of the wavefunction, the atomic charges in e read: 0.235, -0.593, 0.133, -0.357, -0.214, 0.250, -0.363, 0.366, 0.271, 0.272

b | Density functional theory data (ωB97M-V with the def2-TZVPD basis set) for the molecule C3H4N2O.

The geometry in ORCA input format:
```
! wB97M-V def2-TZVPD RIJCOSX def2/J DEFGRID3
* xyz 0 1
N 2.08640 0.45875 -1.48641
C 1.58731 0.23024 -0.47300
C 0.72559 -0.03792 0.69537
N -0.52905 -0.61978 0.25983
C -1.43671 0.21434 -0.35590
O -1.29024 1.40746 -0.47349
H 0.50411 0.92661 1.16027
H 1.19842 -0.68978 1.43614
H -0.49489 -1.56440 -0.10227
H -2.35093 -0.32552 -0.66054
*
```

Calculated values
SMILES: N#CCNC=O

From a Mulliken analysis of the wavefunction, the atomic charges in e read: -0.388, 0.361, -0.433, -0.236, 0.042, -0.500, 0.248, 0.282, 0.276, 0.349

c | Density functional theory data (ωB97M-V with the def2-TZVPD basis set) for the molecule C3H4N2O.

The geometry in ORCA input format:
```
! wB97M-V def2-TZVPD RIJCOSX def2/J DEFGRID3
* xyz 0 1
N 2.49021 0.24608 -1.37079
C 1.62634 0.20171 -0.60960
C 0.70854 -0.01359 0.60266
N -0.51545 -0.57137 0.13676
C -1.54319 0.20209 -0.22208
O -1.46296 1.39763 -0.07900
H 0.54647 1.01104 0.92904
H 1.11472 -0.61435 1.43109
H -0.58737 -1.52696 -0.12472
H -2.37731 -0.33227 -0.69336
*
```

Calculated values
SMILES: N#CCNC=O

From a Mulliken analysis of the wavefunction, the atomic charges in e read: -0.370, 0.222, -0.290, -0.187, 0.091, -0.555, 0.229, 0.299, 0.213, 0.348

Here is how they stack up, most stable first: b, c, a.